1.
{"formula": "C7H16F2O3P2", "method": "ωB97M-V/def2-TZVPD", "species": ["C", "C", "C", "O", "P", "O", "O", "C", "C", "C", "P", "C", "F", "F", "H", "H", "H", "H", "H", "H", "H", "H", "H", "H", "H", "H", "H", "H", "H", "H"], "coordinates": [[1.81791, -0.21871, 2.97150], [0.37635, 0.11754, 2.57931], [-0.31622, 1.16990, 3.38544], [0.36200, 0.41898, 1.16002], [-0.56758, -0.44585, 0.18071], [-0.54891, -1.87214, 0.51995], [-0.14343, -0.16741, -1.33110], [0.52597, -1.13394, -2.11191], [-0.25382, -1.34892, -3.29748], [2.00122, -0.69611, -2.31778], [-2.53180, 0.53842, 0.23654], [-2.12503, 2.00507, -0.73294], [-1.95141, 1.95287, -2.07205], [-3.27265, 2.87749, -0.56228], [1.95494, -1.25153, 3.31418], [2.44812, -0.06405, 2.02233], [2.16107, 0.46240, 3.76901], [-0.08119, -0.86547, 2.57923], [0.07902, 2.17075, 3.06536], [-0.23618, 1.08606, 4.39515], [-1.41434, 1.23949, 3.11909], [0.70047, -2.04570, -1.46454], [-0.43441, -0.53527, -3.99223], [0.39150, -2.09957, -3.86523], [-1.21545, -1.95119, -3.19665], [2.00194, 0.49798, -2.35860], [2.19562, -1.13146, -3.31961], [2.58384, -1.09309, -1.58946], [-3.24744, -0.11410, -0.76453], [-1.26011, 2.49753, -0.32140]], "forces_ev_per_angstrom": [[1.18, 1.08, -1.00], [0.46, -2.16, -0.08], [-1.51, 1.95, -3.97], [-0.40, 0.99, -1.21], [0.04, -0.29, -0.68], [-0.35, -0.25, 0.31], [-0.37, 1.33, 1.91], [2.54, -0.63, 2.81], [-0.82, -3.65, -3.18], [-3.25, 3.30, -3.59], [-0.23, -0.50, 1.09], [-1.34, 2.06, -0.41], [-0.12, -0.51, 0.07], [1.48, -0.92, -0.11], [-0.21, 0.28, -0.16], [-0.65, -0.23, 1.62], [0.13, -0.26, -0.39], [-0.81, 0.03, 0.70], [-0.07, -0.75, 0.44], [0.44, -0.53, 2.87], [1.08, -0.31, 0.32], [-1.10, 0.50, -0.97], [0.14, 0.48, 0.36], [-0.85, 0.84, 0.18], [1.02, 1.08, 0.43], [0.41, -2.66, 0.00], [0.79, 0.54, 0.62], [1.97, -0.85, 2.10], [0.13, -0.47, -0.34], [0.27, 0.47, 0.27]], "relative_energy_kcal_mol": 0.0, "smiles": "CC(C)OP(=O)(OC(C)C)PC(F)F"}


2.
{"formula": "C3H4ClI2MoO2Te4", "method": "ωB97M-V/def2-TZVPD", "species": ["Mo", "I", "C", "I", "H", "H", "Te", "Te", "Te", "Te", "Cl", "C", "C", "O", "O", "H", "H"], "coordinates": [[-0.59621, 0.06901, 0.24471], [-2.14968, -0.32275, 2.51825], [-1.88208, -2.43637, 2.40676], [-0.93449, -2.66424, 0.50071], [-2.85378, -2.91805, 2.38372], [-1.22916, -2.76695, 3.20689], [-0.18256, -0.44181, -2.29633], [-0.77317, 1.49182, -4.07536], [-2.03115, 3.27758, -2.66105], [-2.07996, 2.22165, -0.19012], [1.90419, 3.34460, 2.03603], [2.97694, 1.95350, 1.85628], [2.75365, 1.32791, 0.54213], [3.04264, 1.05050, -0.49770], [0.84576, 0.66795, 0.78292], [2.82020, 1.23534, 2.65886], [4.01726, 2.29052, 1.84001]], "forces_ev_per_angstrom": [[-1.21, -0.02, -0.28], [-0.16, 0.12, 0.19], [0.05, 0.19, -0.21], [0.12, -0.31, 0.09], [0.02, -0.08, 0.05], [-0.01, -0.09, 0.00], [0.08, -0.06, -0.56], [0.05, -0.16, 0.14], [-0.02, -0.14, 0.30], [-0.20, 0.35, -0.21], [0.05, -0.16, -0.09], [-0.29, 0.28, 0.21], [0.91, 0.59, 0.68], [-0.10, -0.29, -0.70], [0.65, -0.04, 0.48], [0.00, -0.11, -0.06], [0.06, -0.07, -0.05]], "total_charge": 3}


no.,E (eV)
1,-37673.9868
2,-66993.2626